Record 1
The following is a quantum chemistry calculation of a molecular structure, C23H23IrN2O2S2, from OMol25.

Calculated total energy   -55808.4229 eV
LUMO energy   -0.68 eV
Total charge   0

Last column: Mulliken charge in e.
Geometry (Å):
1 Ir 0.181 -0.268 -0.637  0.765
2 C 2.998 0.958 -0.779  -1.132
3 N 2.319 -0.352 -0.828  -0.257
4 C 2.668 -1.029 -2.083  -1.018
5 C 2.765 -1.153 0.347  -1.316
6 C 1.983 -0.703 1.533  0.819
7 C 2.440 -0.759 2.844  -0.672
8 C 1.610 -0.356 3.880  -0.657
9 C 0.325 0.104 3.601  -0.692
10 C -0.134 0.161 2.291  -0.626
11 C 0.699 -0.245 1.251  0.666
12 H 4.082 0.817 -0.863  0.412
13 H 2.767 1.453 0.161  0.356
14 H 2.650 1.578 -1.594  0.370
15 H 3.751 -1.181 -2.139  0.380
16 H 2.352 -0.411 -2.922  0.305
17 H 2.159 -1.989 -2.135  0.330
18 H 3.846 -1.052 0.485  0.431
19 H 2.546 -2.202 0.129  0.450
20 H 3.441 -1.118 3.056  0.436
21 H 1.964 -0.393 4.902  0.365
22 H -0.322 0.421 4.409  0.436
23 H -1.142 0.499 2.076  0.546
24 C -0.523 1.620 -1.083  -1.319
25 C 0.418 2.769 -0.968  0.157
26 C 1.031 3.310 -2.095  -0.411
27 C 1.900 4.391 -1.996  -0.493
28 C 2.171 4.955 -0.759  -0.480
29 C 1.560 4.428 0.374  -0.699
30 C 0.691 3.353 0.267  -0.189
31 H -0.894 1.483 -2.106  0.620
32 H -1.342 1.701 -0.369  0.640
33 H 0.814 2.879 -3.067  0.327
34 H 2.358 4.797 -2.890  0.393
35 H 2.840 5.802 -0.677  0.397
36 H 1.759 4.861 1.346  0.403
37 H 0.220 2.943 1.154  0.391
38 O -3.404 0.502 0.389  -0.607
39 S -3.298 -0.396 -0.720  1.001
40 O -3.763 0.017 -2.008  -0.648
41 N -1.727 -0.963 -0.848  -0.169
42 C -1.630 -2.281 -0.667  0.906
43 S -0.121 -2.993 -0.695  -0.566
44 C -2.935 -2.925 -0.377  0.176
45 C -3.193 -4.256 -0.112  -0.703
46 C -4.496 -4.616 0.209  -0.547
47 C -5.511 -3.664 0.257  -0.515
48 C -5.253 -2.327 -0.022  -0.647
49 C -3.951 -1.990 -0.330  0.207
50 H -2.393 -4.983 -0.152  0.437
51 H -4.725 -5.649 0.434  0.392
52 H -6.515 -3.968 0.522  0.392
53 H -6.036 -1.581 0.005  0.458


Record 2
The following is a quantum chemistry calculation of a molecular structure, C23H23N2NiO2S2Si, from OMol25.

Calculated total energy   -101896.3968 eV
LUMO energy   2.24 eV
Total charge   -1

Last column: Mulliken charge in e.
Geometry (Å):
1 Ni -0.607 -0.283 0.049  0.255
2 O -3.866 1.688 -0.891  -0.708
3 C -3.142 1.107 -0.094  0.181
4 O -1.857 1.041 -0.234  -0.558
5 C -3.769 0.552 1.168  0.114
6 C -4.964 1.149 1.572  -0.623
7 C -5.619 0.765 2.727  -0.520
8 C -5.077 -0.256 3.500  -0.443
9 C -3.902 -0.866 3.108  -0.768
10 C -3.227 -0.480 1.941  0.844
11 S -1.786 -1.396 1.533  -0.601
12 H -5.362 1.927 0.934  0.444
13 H -6.541 1.252 3.022  0.359
14 H -5.571 -0.577 4.410  0.346
15 H -3.478 -1.666 3.704  0.379
16 S 2.566 -3.357 -0.299  -0.300
17 C 1.193 -2.389 -0.664  -0.281
18 N 0.791 -1.606 0.279  0.746
19 C 1.599 -1.713 1.413  -0.359
20 C 1.458 -0.980 2.592  -0.215
21 C 2.370 -1.194 3.603  -0.805
22 C 3.411 -2.122 3.459  -0.442
23 C 3.558 -2.850 2.299  -0.575
24 C 2.640 -2.633 1.273  0.939
25 H 0.718 -2.415 -1.637  0.415
26 H 0.638 -0.285 2.689  0.257
27 H 2.278 -0.638 4.527  0.390
28 H 4.113 -2.266 4.271  0.370
29 H 4.365 -3.561 2.184  0.393
30 C 0.792 2.597 0.738  -0.938
31 Si 1.558 1.745 -0.749  -0.213
32 C 2.030 3.130 -1.941  -1.384
33 C 3.203 1.003 -0.175  -0.948
34 N 0.520 0.518 -1.332  0.654
35 C 0.283 0.066 -2.598  0.582
36 C -0.798 -0.806 -2.880  -0.079
37 C -1.020 -1.324 -4.145  -0.656
38 C -0.187 -1.010 -5.212  -0.567
39 C 0.878 -0.152 -4.966  -0.625
40 C 1.112 0.368 -3.706  -0.545
41 H 1.571 2.976 1.407  0.413
42 H 0.136 1.931 1.301  0.069
43 H 0.175 3.438 0.414  0.314
44 H 2.523 3.911 -1.352  0.388
45 H 1.152 3.571 -2.418  0.353
46 H 2.729 2.822 -2.720  0.397
47 H 3.937 1.794 0.009  0.413
48 H 3.613 0.335 -0.938  0.267
49 H 3.095 0.429 0.753  0.214
50 H -1.504 -1.043 -2.090  0.390
51 H -1.875 -1.973 -4.298  0.369
52 H -0.368 -1.410 -6.201  0.366
53 H 1.550 0.118 -5.774  0.356
54 H 1.964 1.017 -3.563  0.175


Record 3
The following is a quantum chemistry calculation of a single C23H23N3O molecule, from OMol25.

Calculated total energy   -30743.2835 eV
SMILES   O=C(NCCC1=CCCCC1)c1cc(-c2ccccn2)nc2ccccc12
LUMO energy   -0.25 eV
Total charge   0

Last column: Mulliken charge in e.
Geometry (Å):
1 O 1.547 3.204 0.736  -0.665
2 C 1.144 2.290 0.043  0.149
3 N 0.090 2.404 -0.798  -0.168
4 C -0.811 3.532 -0.766  -1.028
5 C -1.948 3.314 0.247  -1.217
6 C -2.571 1.940 0.143  0.685
7 C -3.021 1.447 -1.004  -0.367
8 C -3.659 0.098 -1.143  -0.495
9 C -4.148 -0.415 0.207  -1.053
10 C -3.019 -0.298 1.224  0.167
11 C -2.654 1.170 1.432  -1.014
12 C 1.774 0.930 0.006  0.876
13 C 0.977 -0.188 0.007  0.506
14 C 1.568 -1.470 -0.011  0.132
15 C 0.712 -2.665 -0.032  0.099
16 C 1.274 -3.941 0.029  -0.855
17 C 0.434 -5.039 0.000  -0.434
18 C -0.935 -4.832 -0.089  -0.836
19 C -1.395 -3.525 -0.144  0.029
20 N -0.603 -2.470 -0.117  -0.118
21 N 2.867 -1.652 -0.023  -0.615
22 C 3.676 -0.579 -0.012  -0.228
23 C 5.070 -0.800 -0.023  -0.634
24 C 5.936 0.256 -0.014  -0.477
25 C 5.451 1.574 0.004  -0.692
26 C 4.106 1.824 0.010  -0.663
27 C 3.184 0.759 0.006  0.876
28 H -0.258 1.573 -1.251  0.297
29 H -0.228 4.409 -0.477  0.455
30 H -1.208 3.680 -1.772  0.423
31 H -1.543 3.446 1.251  0.385
32 H -2.706 4.085 0.087  0.451
33 H -2.944 2.026 -1.915  0.335
34 H -4.488 0.159 -1.852  0.432
35 H -2.928 -0.606 -1.559  0.190
36 H -4.478 -1.452 0.119  0.394
37 H -5.000 0.184 0.537  0.385
38 H -2.152 -0.851 0.856  -0.424
39 H -3.316 -0.740 2.178  0.363
40 H -1.698 1.243 1.959  0.452
41 H -3.405 1.653 2.068  0.467
42 H -0.099 -0.129 0.044  0.143
43 H 2.345 -4.036 0.097  0.437
44 H 0.836 -6.041 0.047  0.421
45 H -1.627 -5.659 -0.115  0.385
46 H -2.454 -3.308 -0.214  0.339
47 H 5.418 -1.821 -0.037  0.461
48 H 7.003 0.085 -0.021  0.391
49 H 6.153 2.395 0.012  0.402
50 H 3.733 2.835 0.038  0.455


Record 4
The following is a quantum chemistry calculation of a single C23H23N3O3 molecule, from OMol25.

Calculated total energy   -34837.9220 eV
SMILES   C=CCN(CC=C)C(=O)CN1C(=O)NC(c2ccccc2)(c2ccccc2)C1=O
LUMO energy   0.81 eV
Total charge   0

Last column: Mulliken charge in e.
Geometry (Å):
1 C 4.481 3.306 -0.813  -0.855
2 C 4.678 2.003 -0.752  0.033
3 C 4.495 1.174 0.489  -0.865
4 N 3.796 -0.066 0.218  0.227
5 C 4.614 -1.261 0.074  -0.741
6 C 5.248 -1.642 1.376  -0.072
7 C 6.543 -1.839 1.541  -0.759
8 C 2.470 -0.151 -0.002  0.846
9 O 1.909 -1.192 -0.285  -0.732
10 C 1.680 1.156 0.137  -1.037
11 N 0.315 0.919 -0.243  0.338
12 C -0.101 0.963 -1.581  0.092
13 O 0.565 1.360 -2.500  -0.686
14 N -1.385 0.540 -1.590  -0.027
15 C -1.850 0.082 -0.296  3.094
16 C -2.207 -1.393 -0.359  -0.240
17 C -1.203 -2.352 -0.302  -0.327
18 C -1.523 -3.694 -0.407  -0.823
19 C -2.839 -4.088 -0.581  -0.467
20 C -3.838 -3.132 -0.658  -0.869
21 C -3.524 -1.789 -0.551  -0.291
22 C -2.970 0.932 0.271  -0.945
23 C -3.454 2.046 -0.399  -0.349
24 C -4.467 2.806 0.161  -0.917
25 C -4.994 2.466 1.394  -0.377
26 C -4.501 1.363 2.072  -0.964
27 C -3.493 0.597 1.515  0.126
28 C -0.611 0.343 0.577  -0.136
29 O -0.488 0.152 1.758  -0.681
30 H 4.636 3.862 -1.720  0.267
31 H 4.163 3.873 0.047  0.281
32 H 4.993 1.450 -1.626  0.249
33 H 5.477 0.901 0.889  0.438
34 H 3.973 1.749 1.259  0.338
35 H 5.377 -1.095 -0.694  0.331
36 H 3.941 -2.057 -0.257  0.342
37 H 4.559 -1.746 2.203  0.317
38 H 6.960 -2.125 2.491  0.276
39 H 7.240 -1.740 0.724  0.257
40 H 1.692 1.492 1.178  0.316
41 H 2.091 1.922 -0.525  0.413
42 H -1.874 0.333 -2.444  0.268
43 H -0.172 -2.056 -0.178  0.494
44 H -0.738 -4.433 -0.354  0.446
45 H -3.086 -5.136 -0.661  0.399
46 H -4.866 -3.431 -0.804  0.409
47 H -4.307 -1.047 -0.613  0.444
48 H -3.040 2.324 -1.357  0.428
49 H -4.842 3.669 -0.370  0.423
50 H -5.784 3.061 1.828  0.408
51 H -4.902 1.097 3.038  0.393
52 H -3.099 -0.257 2.042  0.466


Number 1: HOMO energy -7.588 eV, F_max 1.97 eV Å⁻¹. Number 2: HOMO energy -4.186 eV, F_max 0.37 eV Å⁻¹. Number 3: HOMO energy -8.579 eV, F_max 0.77 eV Å⁻¹. Number 4: HOMO energy -9.071 eV, F_max 0.43 eV Å⁻¹.